No. 1
This record from OMol25 describes a molecular structure, C22H27As2CoF10N3O4S2. The level of theory is the ωB97M-V functional and the def2-TZVPD basis.

Element x y z (Å)
As  -0.129  1.246  -1.660
As  1.834  -1.471  -1.570
Co  0.301  -0.359  0.253
S  -1.799  2.147  1.815
S  -1.174  4.172  3.647
F  -3.855  0.569  1.607
F  -1.369  -1.523  -1.089
F  -3.545  -2.753  -1.971
F  -3.896  1.861  3.352
F  -0.122  4.965  1.370
F  -2.581  0.144  3.307
F  -3.951  -4.986  2.149
F  1.337  4.530  2.906
F  -1.804  -3.830  3.057
F  0.151  6.339  3.024
O  -0.978  1.124  1.178
O  -0.693  4.150  4.988
O  -2.453  3.060  0.931
O  -2.392  4.834  3.312
N  -0.364  -1.849  1.367
N  -1.005  2.697  3.032
N  1.717  -0.125  1.858
C  2.104  1.282  2.054
C  1.388  -0.622  -3.275
C  3.774  -1.548  -1.733
C  0.603  0.534  -3.312
C  -3.842  -3.911  0.067
C  0.128  5.056  2.683
C  0.325  1.138  -4.537
C  0.235  -1.926  2.695
C  -2.204  -3.486  1.814
C  -3.334  -4.119  1.333
C  1.381  -3.325  -1.930
C  1.590  -0.551  -5.680
C  0.463  3.093  -1.658
C  1.873  -1.156  -4.467
C  0.902  -0.591  3.002
C  -2.007  1.470  -2.085
C  -3.139  -3.023  -0.719
C  -2.014  -2.397  -0.249
C  2.918  -0.950  1.733
C  -3.117  1.120  2.572
C  -1.475  -2.556  1.043
C  0.817  0.603  -5.715
H  -2.489  1.951  -1.236
H  -0.487  -2.100  3.488
H  1.539  3.141  -1.508
H  3.486  -0.953  2.671
H  4.049  -1.945  -2.708
H  1.703  -3.933  -1.085
H  -0.283  2.034  -4.574
H  0.204  3.569  -2.602
H  3.555  -0.556  0.943
H  2.654  1.638  1.181
H  1.871  -3.673  -2.838
H  4.195  -0.550  -1.621
H  2.643  -1.976  1.489
H  0.134  0.161  3.181
H  -2.110  2.100  -2.968
H  -4.734  -4.410  -0.279
H  0.965  -2.744  2.751
H  1.215  1.887  2.191
H  1.529  -0.662  3.900
H  0.302  -3.414  -2.035
H  -0.042  3.607  -0.841
H  -2.458  0.498  -2.266
H  4.174  -2.196  -0.954
H  2.478  -2.055  -4.459
H  1.972  -0.977  -6.598
H  0.596  1.081  -6.661
H  2.740  1.397  2.939

Its total charge is 0. The value obtained for the HOMO-LUMO gap (spin up / spin down) is 7.8 / 7.5 eV. As for the relative energy (zero: lowest compared OMol25 entry of this formula, charge and spin): 3.2 kcal per mole. The largest force on an atom comes out at 0.00681 hartree/bohr. The spin multiplicity is 4.

No. 2
This record from OMol25 describes a molecular structure, C19H44NOP2SSn in a non-equilibrium geometry. The level of theory is the ωB97M-V functional and the def2-TZVPD basis.

Element x y z (Å)
Sn  -0.908  -0.014  -0.309
S  -0.428  -0.384  2.897
P  0.055  -2.407  -0.799
P  0.044  2.419  -0.567
O  2.665  -0.014  -0.237
N  -0.105  0.125  -3.233
C  1.567  -3.334  -0.234
C  -1.654  -4.673  -1.226
C  0.164  2.568  -2.405
C  -2.213  -0.207  3.113
C  1.853  2.908  1.554
C  0.163  -2.372  -2.647
C  1.564  4.807  -0.085
C  0.030  0.266  4.527
C  1.877  -3.123  1.256
C  -1.495  3.563  1.517
C  0.711  1.393  -3.241
C  -1.427  -3.438  -0.346
C  1.508  -0.030  -0.126
C  -1.457  -3.806  1.148
C  1.552  3.280  0.094
C  -1.661  4.726  -0.733
C  0.726  -1.119  -3.346
C  -1.448  3.389  -0.012
C  1.577  -4.833  -0.571
H  -2.634  -5.104  -0.972
H  0.830  3.435  -2.582
H  1.945  1.824  1.694
H  -2.426  0.763  3.578
H  2.814  3.368  1.831
H  1.747  1.184  -2.945
H  2.376  -2.855  -0.816
H  -2.471  -4.157  1.403
H  1.105  -3.564  1.903
H  0.881  -5.404  0.060
H  1.358  -5.037  -1.626
H  -2.278  2.718  -0.301
H  1.985  -2.063  1.510
H  -0.897  -5.445  -1.045
H  -2.562  -1.035  3.743
H  2.586  -5.222  -0.367
H  -2.256  -2.731  -0.536
H  1.086  3.293  2.242
H  2.360  2.863  -0.535
H  -2.643  5.126  -0.441
H  0.875  5.309  0.609
H  1.075  0.595  4.494
H  -0.634  0.132  -4.100
H  2.577  5.168  0.153
H  -0.083  -0.556  5.245
H  0.760  -1.383  -4.417
H  1.752  -0.914  -3.009
H  0.853  -3.196  -2.899
H  -0.625  1.105  4.791
H  1.340  5.121  -1.112
H  2.831  -3.624  1.482
H  -1.234  -2.952  1.806
H  -2.512  3.875  1.806
H  -1.664  -4.436  -2.295
H  -0.838  2.829  -2.774
H  0.742  1.782  -4.276
H  -2.741  -0.259  2.143
H  -0.762  -4.627  1.383
H  -0.905  5.467  -0.446
H  -2.400  -0.069  0.573
H  -1.275  2.631  2.064
H  -0.838  -2.616  -3.042
H  -0.805  4.350  1.863
H  -1.654  4.622  -1.824

Its total charge is +3. The value obtained for the HOMO-LUMO gap is 6.1 eV. The largest force on an atom comes out at 0.12980 hartree/bohr. The spin multiplicity is 1.

No. 3
This record from OMol25 describes a gas-phase ion, C4H10N (charge +1) in a non-equilibrium geometry. The level of theory is the ωB97M-V functional and the def2-TZVPD basis.

Element x y z (Å)
N  0.111  -2.123  -1.485
C  -0.158  -1.323  -0.229
C  0.251  0.809  1.139
C  -0.484  2.160  0.722
C  0.266  -0.090  -0.105
H  0.180  2.886  0.030
H  1.231  1.080  1.313
H  -0.136  -1.506  -2.269
H  1.145  -2.297  -1.497
H  -0.045  0.195  1.993
H  -0.391  -3.068  -1.302
H  0.558  0.515  -0.957
H  -0.689  2.664  1.735
H  -1.454  2.026  0.304
H  -0.382  -1.927  0.608

Its total charge is +1. The value obtained for the HOMO-LUMO gap is 10.8 eV. As for the relative energy (zero: lowest compared OMol25 entry of this formula, charge and spin): 45.2 kcal per mole. Its SMILES is CC/C=C/[NH3+]. The largest force on an atom comes out at 0.06322 hartree/bohr. The spin multiplicity is 1.

No. 4
This record from OMol25 describes a single C3H3F3 molecule in a non-equilibrium geometry. The level of theory is the ωB97M-V functional and the def2-TZVPD basis.

Element x y z (Å)
F  -0.579  -1.586  0.770
F  -1.077  -0.048  2.047
F  -2.001  -0.093  0.079
C  0.839  0.199  -1.138
C  -0.810  -0.273  0.783
C  0.522  0.508  0.094
H  0.318  -0.486  -1.850
H  1.667  0.617  -1.630
H  1.121  1.163  0.844

Its total charge is 0. The value obtained for the HOMO-LUMO gap is 12.2 eV. As for the relative energy (zero: lowest compared OMol25 entry of this formula, charge and spin): 13.1 kcal per mole. Its SMILES is C=CC(F)(F)F. The largest force on an atom comes out at 0.07564 hartree/bohr. The spin multiplicity is 1.

What did the first record say?
This record from OMol25 describes a molecular structure, C22H27As2CoF10N3O4S2. The level of theory is the ωB97M-V functional and the def2-TZVPD basis.

Element x y z (Å)
As  -0.129  1.246  -1.660
As  1.834  -1.471  -1.570
Co  0.301  -0.359  0.253
S  -1.799  2.147  1.815
S  -1.174  4.172  3.647
F  -3.855  0.569  1.607
F  -1.369  -1.523  -1.089
F  -3.545  -2.753  -1.971
F  -3.896  1.861  3.352
F  -0.122  4.965  1.370
F  -2.581  0.144  3.307
F  -3.951  -4.986  2.149
F  1.337  4.530  2.906
F  -1.804  -3.830  3.057
F  0.151  6.339  3.024
O  -0.978  1.124  1.178
O  -0.693  4.150  4.988
O  -2.453  3.060  0.931
O  -2.392  4.834  3.312
N  -0.364  -1.849  1.367
N  -1.005  2.697  3.032
N  1.717  -0.125  1.858
C  2.104  1.282  2.054
C  1.388  -0.622  -3.275
C  3.774  -1.548  -1.733
C  0.603  0.534  -3.312
C  -3.842  -3.911  0.067
C  0.128  5.056  2.683
C  0.325  1.138  -4.537
C  0.235  -1.926  2.695
C  -2.204  -3.486  1.814
C  -3.334  -4.119  1.333
C  1.381  -3.325  -1.930
C  1.590  -0.551  -5.680
C  0.463  3.093  -1.658
C  1.873  -1.156  -4.467
C  0.902  -0.591  3.002
C  -2.007  1.470  -2.085
C  -3.139  -3.023  -0.719
C  -2.014  -2.397  -0.249
C  2.918  -0.950  1.733
C  -3.117  1.120  2.572
C  -1.475  -2.556  1.043
C  0.817  0.603  -5.715
H  -2.489  1.951  -1.236
H  -0.487  -2.100  3.488
H  1.539  3.141  -1.508
H  3.486  -0.953  2.671
H  4.049  -1.945  -2.708
H  1.703  -3.933  -1.085
H  -0.283  2.034  -4.574
H  0.204  3.569  -2.602
H  3.555  -0.556  0.943
H  2.654  1.638  1.181
H  1.871  -3.673  -2.838
H  4.195  -0.550  -1.621
H  2.643  -1.976  1.489
H  0.134  0.161  3.181
H  -2.110  2.100  -2.968
H  -4.734  -4.410  -0.279
H  0.965  -2.744  2.751
H  1.215  1.887  2.191
H  1.529  -0.662  3.900
H  0.302  -3.414  -2.035
H  -0.042  3.607  -0.841
H  -2.458  0.498  -2.266
H  4.174  -2.196  -0.954
H  2.478  -2.055  -4.459
H  1.972  -0.977  -6.598
H  0.596  1.081  -6.661
H  2.740  1.397  2.939

Its total charge is 0. The value obtained for the HOMO-LUMO gap (spin up / spin down) is 7.8 / 7.5 eV. As for the relative energy (zero: lowest compared OMol25 entry of this formula, charge and spin): 3.2 kcal per mole. The largest force on an atom comes out at 0.00681 hartree/bohr. The spin multiplicity is 4.